Entry 1:
10 unconnected molecules or ions with the total composition C26H60Cl8N5O9P at a distorted geometry, computed with ωB97M-V/def2-TZVPD.

LUMO level = 0.20 eV
F_max = 4.59 eV Å⁻¹
SMILES string = COP(=O)(OC)OC.CNC(C)=O.CNC(C)=O.CNC(C)=O.CNC(C)=O.CNC(C)=O.ClCCCl.ClCCCl.ClCCCl.ClCCCl
HOMO energy = -8.57 eV
Spin multiplicity = 1
Energy = -6000.55906 Eh
Molar mass = 901.39 g/mol

CARTESIAN COORDINATES (ANGSTROEM)
C -0.92 1.25 1.90
C -0.11 0.20 1.09
O -0.26 -0.98 1.28
N 0.84 0.78 0.25
C 1.72 0.14 -0.67
H -0.88 0.79 2.89
H -1.91 1.34 1.46
H -0.50 2.26 1.91
H 0.88 1.79 0.23
H 1.40 -0.88 -0.83
H 2.76 0.16 -0.33
H 1.74 0.66 -1.63
C -3.19 1.99 -3.29
C -2.20 2.58 -2.30
O -0.99 2.37 -2.44
N -2.69 3.23 -1.25
C -1.78 3.93 -0.34
H -4.19 2.37 -3.08
H -3.14 0.91 -3.23
H -3.04 2.42 -4.28
H -3.68 3.37 -1.07
H -0.93 4.41 -0.82
H -1.58 3.22 0.45
H -2.34 4.73 0.16
C 2.10 0.38 -4.59
C 3.21 0.02 -5.64
O 3.88 0.98 -6.03
N 3.07 -1.19 -6.13
C 3.84 -1.72 -7.22
H 2.18 -0.21 -3.68
H 1.08 0.18 -4.92
H 2.16 1.43 -4.28
H 2.21 -1.61 -5.79
H 3.51 -1.21 -8.13
H 3.65 -2.78 -7.06
H 4.90 -1.49 -7.09
C -3.63 -3.13 4.07
C -4.30 -2.39 2.87
O -5.02 -2.99 2.05
N -4.03 -1.05 2.74
C -4.65 -0.20 1.72
H -3.65 -4.18 3.78
H -4.16 -2.96 5.00
H -2.57 -2.88 4.12
H -3.39 -0.58 3.36
H -4.18 -0.75 0.90
H -4.51 0.87 1.63
H -5.73 -0.33 1.59
C 1.61 -0.79 4.52
C 2.98 -0.17 4.39
O 3.22 0.95 3.93
N 4.09 -0.67 4.90
C 4.41 -2.01 5.47
H 1.27 -1.08 3.53
H 0.85 -0.06 4.81
H 1.53 -1.66 5.17
H 4.84 0.01 4.97
H 5.48 -2.16 5.50
H 3.67 -2.78 5.21
H 4.24 -1.99 6.55
C -1.53 -1.83 -2.39
O -1.75 -2.75 -3.42
P -1.06 -2.59 -4.81
O 0.43 -2.57 -4.77
O -1.67 -3.79 -5.74
C -1.86 -5.10 -5.16
O -1.63 -1.14 -5.42
C -2.96 -1.09 -5.70
H -1.02 -0.91 -2.67
H -1.17 -2.22 -1.44
H -2.51 -1.48 -2.05
H -1.50 -5.33 -4.16
H -1.40 -5.81 -5.85
H -2.95 -5.20 -5.15
H -3.55 -1.34 -4.81
H -3.28 -1.79 -6.47
H -3.12 -0.10 -6.12
Cl -2.13 0.17 5.37
C -2.85 1.81 5.49
C -4.41 1.65 5.83
Cl -4.51 0.80 7.33
H -2.57 2.29 4.55
H -2.26 2.24 6.29
H -5.05 1.05 5.18
H -4.96 2.56 6.08
Cl 5.40 -3.46 -1.82
C 4.47 -4.86 -1.35
C 3.06 -4.87 -2.02
Cl 2.01 -3.68 -1.27
H 4.40 -4.85 -0.27
H 5.06 -5.75 -1.57
H 2.56 -5.81 -1.80
H 3.09 -4.73 -3.10
Cl 2.18 5.53 0.49
C 2.51 5.74 -1.31
C 2.18 4.41 -2.09
Cl 3.36 3.16 -1.67
H 3.40 6.33 -1.51
H 1.79 6.50 -1.63
H 2.23 4.62 -3.16
H 1.24 3.99 -1.73
Cl 0.79 2.61 7.61
C 2.00 2.92 6.36
C 1.54 4.02 5.48
Cl 0.34 3.44 4.32
H 2.21 1.93 5.96
H 2.86 3.20 6.96
H 2.37 4.36 4.86
H 1.10 4.88 5.98

Atom charges from the Mulliken analysis, given in e for atoms 1 to 99: C 0.24; C 0.36; O -0.73; N 0.20; C -0.34; H -0.41; H 0.11; H 0.21; H 0.10; H -0.03; H 0.36; H -0.12; C -0.82; C 0.66; O -0.55; N -0.11; C -0.49; H 0.39; H 0.02; H 0.31; H 0.24; H 0.14; H -0.03; H 0.40; C -0.46; C 0.42; O -0.69; N -0.03; C -0.94; H 0.17; H 0.10; H 0.25; H 0.28; H 0.29; H 0.34; H 0.29; C -0.93; C 0.64; O -0.67; N 0.26; C -0.99; H 0.33; H 0.25; H 0.22; H -0.07; H 0.28; H 0.26; H 0.37; C -0.51; C 0.52; O -0.70; N -0.20; C -0.95; H 0.21; H 0.01; H 0.42; H 0.24; H 0.34; H 0.30; H 0.34; C -0.71; O -0.36; P 0.91; O -0.44; O -0.40; C -0.71; O -0.27; C -0.72; H 0.30; H 0.33; H 0.30; H 0.33; H 0.25; H 0.29; H 0.34; H 0.28; H 0.22; Cl -0.16; C -0.32; C -0.28; Cl -0.20; H 0.07; H 0.34; H 0.20; H 0.36; Cl -0.18; C -0.44; C -0.51; Cl -0.07; H 0.29; H 0.33; H 0.30; H 0.29; Cl -0.18; C -0.61; C 0.17; Cl -0.18; H 0.42; H 0.33

Entry 2:
7 unconnected molecules or ions with the total composition C45H99N5O7 at a distorted geometry, computed with ωB97M-V/def2-TZVPD.

Energy relative to the best compared isomer or geometry (same formula, charge and spin) = 87.5 kcal per mole
LUMO level = 0.45 eV
F_max = 4.26 eV Å⁻¹
SMILES string = CC1(C)CCCC(C)(C)N1O.CC1(C)CCCC(C)(C)N1O.CC1(C)CCCC(C)(C)N1O.CC1(C)CCCC(C)(C)N1O.CC1(C)CCCC(C)(C)N1O.O.O
HOMO energy = -8.08 eV
Spin multiplicity = 1
Energy = -2574.11150 Eh
Molar mass = 822.32 g/mol

CARTESIAN COORDINATES (ANGSTROEM)
C -1.06 3.34 1.13
C -2.55 3.22 1.78
C -3.56 2.59 0.77
C -4.89 2.39 1.51
C -4.66 1.54 2.80
C -3.59 2.03 3.74
N -2.39 2.41 2.95
O -1.34 2.82 3.78
C -4.09 3.26 4.63
C -3.30 0.80 4.64
C -3.08 4.60 2.10
H -0.62 2.37 0.99
H -0.51 3.94 1.79
H -1.00 3.89 0.19
H -3.67 3.23 -0.08
H -3.05 1.64 0.41
H -5.46 1.70 0.90
H -5.42 3.30 1.74
H -4.29 0.57 2.52
H -5.60 1.46 3.40
H -4.87 3.80 4.10
H -4.45 2.82 5.58
H -3.23 3.85 4.87
H -4.20 0.40 5.02
H -2.89 0.03 4.00
H -2.58 1.14 5.39
H -4.13 4.72 2.24
H -2.88 5.31 1.29
H -2.78 5.09 3.02
H -1.44 3.73 4.06
C -0.61 -0.71 -4.51
C -1.41 -1.99 -4.94
C -0.58 -3.11 -5.56
C 0.04 -4.07 -4.58
C -0.98 -4.74 -3.67
C -1.80 -3.58 -2.86
N -2.21 -2.54 -3.79
O -2.80 -1.51 -2.98
C -3.02 -4.26 -2.29
C -0.85 -3.12 -1.79
C -2.58 -1.56 -5.95
H 0.33 -0.91 -4.00
H -1.29 -0.10 -3.94
H -0.39 -0.03 -5.39
H -1.22 -3.64 -6.33
H 0.18 -2.57 -6.11
H 0.83 -3.54 -4.06
H 0.66 -4.86 -5.08
H -0.46 -5.32 -2.91
H -1.58 -5.35 -4.26
H -2.78 -5.07 -1.51
H -3.69 -3.52 -1.78
H -3.62 -4.73 -3.08
H -0.11 -3.85 -1.39
H -0.19 -2.37 -2.18
H -1.37 -2.61 -1.02
H -3.07 -0.70 -5.65
H -3.39 -2.34 -5.97
H -2.22 -1.54 -6.98
H -2.08 -1.18 -2.35
C 0.43 -2.40 6.27
C 0.40 -2.98 4.81
C 1.35 -4.19 4.86
C 1.13 -5.03 3.63
C -0.24 -5.42 3.45
C -1.12 -4.23 3.25
N -0.97 -3.44 4.44
O -1.91 -2.43 4.40
C -0.90 -3.46 1.94
C -2.58 -4.77 3.19
C 1.04 -1.80 3.85
H 1.48 -2.27 6.54
H -0.03 -3.13 6.94
H -0.01 -1.41 6.35
H 2.43 -3.96 5.08
H 0.93 -4.81 5.62
H 1.76 -5.96 3.72
H 1.50 -4.51 2.68
H -0.61 -6.04 4.26
H -0.24 -6.03 2.55
H -0.78 -4.21 1.22
H -1.70 -2.68 1.71
H 0.00 -2.89 1.91
H -2.73 -5.53 3.93
H -3.28 -3.95 3.30
H -2.77 -5.25 2.24
H 0.20 -1.17 3.47
H 1.60 -2.15 2.96
H 1.65 -1.19 4.48
H -2.31 -2.36 5.28
C 2.12 3.44 -1.15
C 1.26 4.23 -2.11
C 0.21 3.25 -2.80
C -0.87 4.10 -3.50
C -1.57 5.18 -2.67
C -0.47 6.12 -2.08
N 0.52 5.30 -1.38
O 1.64 6.22 -0.87
C 0.12 7.05 -3.16
C -1.26 6.91 -1.06
C 2.20 4.75 -3.23
H 3.00 3.98 -0.78
H 2.41 2.45 -1.53
H 1.39 3.19 -0.34
H 0.68 2.53 -3.46
H -0.29 2.68 -2.03
H -1.57 3.40 -3.96
H -0.48 4.57 -4.43
H -2.34 4.88 -1.98
H -2.06 5.81 -3.39
H -0.74 7.50 -3.71
H 0.59 7.94 -2.74
H 0.81 6.62 -3.87
H -1.76 6.25 -0.31
H -0.57 7.57 -0.50
H -2.02 7.48 -1.60
H 2.62 5.73 -3.09
H 1.60 4.82 -4.16
H 3.01 4.03 -3.42
H 1.69 6.09 0.09
C 5.73 0.20 -1.39
C 5.80 -0.77 -0.21
C 5.01 -0.29 0.95
C 3.47 -0.35 0.74
C 3.02 -1.72 0.36
C 3.78 -2.33 -0.85
N 5.21 -2.08 -0.54
O 5.99 -2.74 -1.58
C 3.53 -3.89 -0.84
C 3.31 -1.74 -2.11
C 7.22 -1.00 0.25
H 6.37 -0.26 -2.18
H 6.19 1.20 -1.14
H 4.82 0.34 -1.86
H 5.09 -0.98 1.85
H 5.40 0.72 1.13
H 3.14 0.40 0.06
H 3.01 -0.11 1.71
H 1.90 -1.82 0.20
H 3.30 -2.38 1.23
H 2.43 -4.08 -0.74
H 3.93 -4.21 -1.74
H 4.04 -4.32 0.10
H 3.17 -0.66 -2.10
H 3.88 -2.09 -2.93
H 2.20 -2.09 -2.24
H 7.55 -0.17 0.87
H 7.98 -1.02 -0.49
H 7.35 -1.92 0.79
H 5.65 -2.31 -2.38
O -1.03 0.14 1.33
H -1.26 0.76 2.06
H -1.23 -0.77 1.67
O -0.04 0.23 -1.39
H -0.37 0.27 -0.49
H 0.70 0.86 -1.54

Atom charges from the Mulliken analysis, given in e for atoms 1 to 99: C -1.37; C 1.64; C -0.84; C -0.81; C -1.33; C 1.56; N 1.12; O -0.54; C -1.47; C -2.10; C -1.23; H 0.04; H 0.47; H 0.05; H 0.27; H 0.01; H 0.52; H 0.32; H 0.39; H 0.35; H 0.32; H 0.51; H 0.16; H 0.55; H 0.21; H 0.46; H 0.26; H -0.07; H 0.28; H 0.36; C -1.86; C 2.13; C -1.41; C 0.05; C -1.30; C 1.74; N 0.05; O -0.52; C -1.77; C -1.82; C -2.04; H 0.03; H 0.59; H 0.52; H 0.35; H 0.48; H -0.19; H 0.42; H 0.48; H 0.44; H 0.27; H 0.33; H 0.40; H 0.25; H 0.09; H 0.74; H 0.50; H 0.40; H 0.41; H 0.24; C -1.93; C 1.61; C -1.20; C 0.35; C -1.52; C 1.59; N -0.06; O -0.17; C -0.94; C -2.06; C -1.21; H 0.44; H 0.48; H 0.41; H 0.35; H 0.39; H 0.44; H -0.37; H 0.28; H 0.38; H 0.71; H 0.28; H -0.21; H 0.47; H 0.36; H 0.36; H 0.16; H -0.28; H 0.62; H 0.33; C -1.73; C 2.34; C -0.73; C -1.10; C -1.03; C 1.48; N 0.73; O -0.60; C -1.66